A:
An isolated ion of composition C5H15N2O and charge +1, computed with ωB97M-V with the def2-TZVPD basis set.

```
23
Properties=species:S:1:pos:R:3:mulliken_charge:R:1
C 0.863 1.965 1.980 -1.059
N 0.884 1.674 0.531 -0.332
C 1.254 0.257 0.217 -0.865
C 0.168 -0.687 0.606 -0.473
C -1.001 -0.788 -0.355 -0.165
N -1.197 0.548 -1.128 -0.254
C -0.993 -2.002 -1.272 -0.855
O -0.091 -1.907 -2.335 -0.511
H 1.813 2.294 2.392 0.347
H 0.526 1.218 2.699 0.383
H 0.119 2.751 2.158 0.307
H 1.590 2.317 0.185 0.265
H 2.218 0.101 0.688 0.441
H 1.389 0.214 -0.876 0.374
H -0.132 -0.406 1.635 0.359
H 0.642 -1.679 0.722 0.387
H -1.932 -0.834 0.243 0.382
H -2.167 0.389 -1.412 0.397
H -1.154 1.345 -0.491 0.322
H -0.601 0.539 -1.953 0.344
H -2.015 -2.134 -1.668 0.464
H -0.889 -2.851 -0.574 0.382
H 0.706 -2.324 -1.991 0.359
```

Computed properties:
total charge: +1
SMILES string: CNCC[C@@H]([NH3+])CO
molecular weight: 119.19 g/mol
E_HOMO: -13.126 eV



B:
A 2-piece molecular cluster, C5H15N2O overall, computed with ωB97M-V with the def2-TZVPD basis set.

```
23
Properties=species:S:1:pos:R:3:mulliken_charge:R:1
C -2.248 0.584 -1.149 -1.250
C -1.029 -1.769 0.727 -0.364
C 2.070 -1.104 -0.733 -0.869
C 2.014 0.946 0.920 -0.943
C -1.868 0.517 0.288 0.039
N -0.786 -0.541 0.520 -0.329
N 1.591 0.237 -0.342 -0.059
O -1.153 1.755 0.639 -0.530
H -2.066 1.551 -1.685 0.327
H -1.665 -0.154 -1.673 0.335
H -3.256 0.327 -1.284 0.357
H 1.463 1.789 0.966 0.412
H -0.190 -2.384 0.362 0.181
H -1.974 -2.160 0.937 0.356
H 3.067 -1.318 -1.090 0.352
H 1.982 -1.853 0.097 0.292
H 1.290 -1.390 -1.484 0.348
H 1.586 0.316 1.742 0.301
H 3.110 1.069 1.094 0.352
H 1.822 1.019 -1.014 0.349
H -2.726 0.344 0.971 0.558
H 0.563 -0.064 -0.093 0.495
H -1.597 2.282 1.282 0.293
```

Computed properties:
total charge: +1
molecular weight: 119.19 g/mol
E_HOMO: -14.338 eV



C:
An isolated ion of composition C5H15N2O and charge +1, computed with ωB97M-V with the def2-TZVPD basis set.

```
23
Properties=species:S:1:pos:R:3:mulliken_charge:R:1
C 0.951 2.457 0.001 -1.660
C 0.176 1.160 -0.126 0.493
C -0.191 0.934 -1.624 -0.882
O -1.410 0.178 -1.703 -0.594
N 0.903 -0.052 0.326 -0.261
C 0.444 -0.711 1.520 -0.604
C -0.589 -1.872 1.264 -0.648
N -0.600 -2.237 -0.194 -0.201
H 1.851 2.538 -0.607 0.379
H 1.251 2.630 1.023 0.413
H 0.275 3.255 -0.297 0.436
H -0.740 1.145 0.432 0.318
H -0.284 1.875 -2.125 0.492
H 0.562 0.346 -2.142 0.290
H -2.189 0.733 -1.834 0.317
H 1.905 -0.008 0.234 0.238
H 0.057 0.003 2.246 0.336
H 1.287 -1.235 1.963 0.443
H -0.375 -2.761 1.843 0.400
H -1.600 -1.535 1.475 0.329
H -1.100 -1.497 -0.732 0.249
H -0.946 -3.174 -0.394 0.380
H 0.360 -2.170 -0.550 0.339
```

Computed properties:
total charge: +1
SMILES string: C[C@@H](CO)NCC[NH3+]
molecular weight: 119.19 g/mol
E_HOMO: -12.935 eV



Among the structures shown above, C is the most stable, with the second-best lying 0.705 eV higher.